1.
Below is a molecular structure, C13H36AsCl6F6O12P2 at a distorted geometry, with properties calculated with ωB97M-V/def2-TZVPD.

## Properties
spin multiplicity	1
energy above the lowest of the compared OMol25 structures with the same formula, charge and spin	214.54	kJ/mol
total charge	-1

CARTESIAN COORDINATES (ANGSTROEM)
As -1.42242 0.99802 -1.65612
F -1.51909 0.21814 0.00967
F 0.40258 0.91025 -1.45949
F -1.26596 1.58675 -3.28394
F -3.18272 1.00442 -1.82741
F -1.41869 2.63861 -0.91043
F -1.33743 -0.66927 -2.26793
C 2.79821 -1.36665 -0.16135
O 2.84967 -2.36563 0.87811
P 4.16730 -2.86434 1.57411
O 5.15690 -3.43979 0.64922
O 4.59661 -1.52711 2.48099
C 5.95360 -1.06666 2.54622
O 3.69552 -3.98936 2.67902
C 4.55923 -4.53734 3.68358
H 3.19137 -0.36372 0.00491
H 1.74533 -1.12655 -0.30934
H 3.27517 -1.89567 -0.98644
H 6.60165 -1.43672 1.75175
H 6.50465 -1.23473 3.47153
H 5.87567 0.02040 2.52865
H 5.47427 -3.98450 3.89609
H 4.69094 -5.61923 3.66703
H 3.93530 -4.43497 4.57146
C -3.94909 1.53966 1.51402
O -3.87028 1.46153 2.94208
P -2.74919 2.34561 3.78935
O -2.65139 3.80360 3.42392
O -1.39603 1.57123 3.71330
C -1.21478 0.19695 3.83087
O -3.11603 2.02483 5.33969
C -4.40366 1.96800 5.86184
H -4.94541 1.76844 1.13573
H -3.69877 0.52244 1.21286
H -3.33379 2.31200 1.05249
H -0.45024 -0.04826 4.56806
H -0.91723 -0.34166 2.93115
H -2.17784 -0.19909 4.15296
H -5.03770 2.75562 5.45469
H -4.46017 2.28245 6.90397
H -4.82267 0.96180 5.87135
C 0.86847 3.43196 1.26334
C 0.94372 1.95330 1.82756
O 1.27452 1.97304 3.16403
O 0.07290 4.28759 2.08223
H 0.50693 3.40615 0.23537
H 1.92810 3.67694 1.19096
H 1.76137 1.44027 1.32125
H 0.06943 1.35069 1.58144
H 0.54666 2.24300 3.72878
H -0.83769 4.20248 1.79037
C 2.21918 -1.77244 -5.89907
C 2.13696 -0.61294 -4.85727
O 0.93652 -0.80055 -4.22661
O 3.20026 -1.64125 -6.93928
H 1.28939 -1.97577 -6.43035
H 2.47845 -2.72444 -5.43586
H 2.25479 0.38542 -5.27856
H 2.96802 -0.76925 -4.16951
H 0.83847 -0.29035 -3.41934
H 3.33536 -2.50986 -7.32510
C -5.36893 2.30249 -3.94106
Cl -5.76795 0.74387 -3.23685
Cl -6.33516 3.61695 -3.28911
H -4.30150 2.46570 -3.79261
H -5.67828 2.09098 -4.96461
C -1.93697 -0.24114 -5.57992
Cl -2.95253 1.25059 -5.90116
Cl -1.53871 -0.87528 -7.25243
H -1.01762 0.12334 -5.12162
H -2.28830 -1.09758 -5.00445
C -0.84526 -3.06172 -0.35007
Cl -1.55988 -3.27735 1.22183
Cl 0.48354 -4.22011 -0.59075
H -1.55169 -3.30573 -1.14348
H -0.26596 -2.14851 -0.48630

Mulliken atomic charge list, values in e, 8 entries: 2.0777, -0.4723, -0.5320, -0.4459, -0.4261, -0.4666, -0.4991, -0.2389

2.
Below is 5 unconnected molecules or ions with the total composition C13H37BNO8PS at a distorted geometry, with properties calculated with ωB97M-V/def2-TZVPD.

## Properties
spin multiplicity	1
SMILES	O=C(N[PH2]=S)OB(O)O.CC(C)O.CC(C)O.CC(C)O.CC(C)O

CARTESIAN COORDINATES (ANGSTROEM)
O -6.46640 1.30523 2.23288
C -5.39544 1.08130 1.75798
N -5.08131 1.49525 0.42283
P -3.69030 2.45830 0.20197
S -2.88794 3.15365 1.82098
O -4.44574 0.39151 2.43969
B -4.08876 -0.83090 1.91146
O -4.87573 -1.45706 0.97342
O -2.94043 -1.39441 2.35302
H -5.13907 0.71680 -0.22214
H -4.05133 3.51643 -0.63437
H -2.75817 1.69651 -0.52647
H -5.13517 -2.30322 1.33147
H -2.22231 -0.76567 2.24005
C 1.07722 0.35204 -0.26253
C 0.80860 -0.08759 1.16957
C 2.01005 -0.80676 1.75668
O -0.33363 -0.94136 1.21861
H 1.28070 -0.51639 -0.89589
H 0.20660 0.86092 -0.67800
H 1.93257 1.02711 -0.31604
H 0.56100 0.78391 1.77694
H 2.23256 -1.70254 1.17706
H 1.80595 -1.12666 2.77816
H 2.89278 -0.16359 1.76185
H -0.13135 -1.73040 0.70738
C 2.49716 -5.41308 0.35865
C 1.92376 -4.77125 1.61097
C 1.33073 -5.80018 2.56048
O 0.93067 -3.80818 1.24780
H 1.71692 -5.93886 -0.19913
H 2.90974 -4.65218 -0.30222
H 3.28593 -6.12583 0.60298
H 2.70840 -4.21302 2.12393
H 0.51057 -6.33722 2.07685
H 0.92367 -5.31469 3.44750
H 2.08124 -6.52649 2.87361
H 0.22143 -4.27496 0.79459
C -1.39421 7.00844 -2.15868
C -2.73387 6.31395 -1.96830
C -3.86995 7.31843 -1.84606
O -2.69207 5.47527 -0.81234
H -1.16778 7.64236 -1.29769
H -0.59206 6.27548 -2.24310
H -1.39385 7.63052 -3.05447
H -2.92345 5.65116 -2.81378
H -3.71812 7.96166 -0.97571
H -4.82189 6.80543 -1.70892
H -3.93898 7.94911 -2.73315
H -2.52643 6.02956 -0.04385
C 4.21586 -1.31646 -2.88395
C 4.15466 -2.21803 -1.66068
C 5.32171 -1.95981 -0.72031
O 4.13754 -3.59045 -2.05918
H 5.13040 -1.50542 -3.45232
H 3.37355 -1.51400 -3.54692
H 4.19715 -0.26320 -2.60126
H 3.21635 -2.04926 -1.13001
H 6.27021 -2.16874 -1.22227
H 5.26275 -2.61334 0.15054
H 5.33337 -0.92435 -0.37796
H 4.95397 -3.77475 -2.53216

Mulliken atomic charge list, values in e, 8 entries: -0.5115, 0.4133, -0.2990, 0.4174, -0.4004, -0.4006, 0.7619, -0.5192

3.
Below is a molecular structure, C13H37BaO9 at a distorted geometry, with properties calculated with ωB97M-V/def2-TZVPD.

## Properties
spin multiplicity	1
total charge	+1

CARTESIAN COORDINATES (ANGSTROEM)
Ba 3.83611 0.48909 0.35943
O -0.61855 -0.68949 -0.45653
C 0.51400 0.00410 -0.18755
O 1.12610 -0.20366 0.89716
O 0.97233 0.72769 -1.09708
H -0.73916 -1.21663 0.34679
C 2.20714 -4.02228 1.62817
C 2.58941 -3.21563 0.41437
O 3.63380 -2.22215 0.82373
H 2.98391 -4.67959 2.01285
H 1.29740 -4.59046 1.42228
H 1.94627 -3.34813 2.45153
H 1.81343 -2.62586 -0.05639
H 3.09576 -3.85459 -0.31005
H 4.41856 -2.75987 0.98154
C -2.45420 -2.10644 2.62099
C -1.26279 -3.01905 2.73066
O -1.00004 -3.22540 4.11318
H -2.40962 -1.29814 3.34581
H -3.38012 -2.66152 2.79193
H -2.58023 -1.70471 1.61133
H -0.37855 -2.53953 2.25898
H -1.31770 -3.94682 2.14984
H -0.51309 -4.04641 4.22702
C -1.78975 2.79138 -1.04283
C -2.07967 4.14535 -0.43592
O -0.91121 4.77950 0.06618
H -2.60910 2.43344 -1.67076
H -1.60689 2.06269 -0.25216
H -0.90503 2.79681 -1.68113
H -2.76040 4.01354 0.41152
H -2.65356 4.82710 -1.07438
H -0.41071 5.09224 -0.69397
C -2.48223 -1.40174 -4.27389
C -1.72921 -0.15371 -3.86924
O -0.41078 -0.52618 -3.43682
H -3.45962 -1.14358 -4.68627
H -2.54215 -2.07233 -3.42235
H -1.96040 -1.88138 -5.10556
H -2.22917 0.32914 -3.02061
H -1.69035 0.60242 -4.66019
H -0.22582 -0.01725 -2.63878
C 1.31995 3.80131 -5.03803
C 0.75471 2.77229 -4.09303
O 1.38009 2.91822 -2.82704
H 2.39325 3.67177 -5.18637
H 1.16202 4.80536 -4.63808
H 0.84686 3.75054 -6.01877
H 0.92735 1.76414 -4.48430
H -0.33074 2.90581 -4.00597
H 1.24064 2.12537 -2.29491
C 1.30114 0.30726 5.97412
C 0.56482 0.21259 4.64179
O 1.55598 0.13396 3.59261
H 2.22975 0.86052 5.84400
H 1.63001 -0.70456 6.23358
H 0.65008 0.66784 6.76398
H -0.04832 1.09925 4.46171
H -0.05667 -0.68422 4.63366
H 1.15501 -0.32940 2.84822

Mulliken atomic charge list, values in e, 8 entries: 1.8141, -0.3482, 0.5946, -0.5402, -1.0338, 0.1401, -0.9626, -0.0048

4.
Below is 9 unconnected molecules or ions with the total composition C13H37N3O16 at a distorted geometry, with properties calculated with ωB97M-V/def2-TZVPD.

## Properties
spin multiplicity	1
energy above the lowest of the compared OMol25 structures with the same formula, charge and spin	97.09	kJ/mol
SMILES	C[N+](=O)[O-].C[N+](=O)[O-].C[N+](=O)[O-].COC(=O)OC.COC(=O)OC.CO.CO.CO.CO

CARTESIAN COORDINATES (ANGSTROEM)
C -20.05027 -4.71490 26.84196
O -19.59321 -4.13707 25.65263
H -20.42566 -5.72259 26.66384
H -19.38854 -4.62559 27.70349
H -20.96555 -4.27375 27.23664
H -19.06222 -3.34758 25.78048
C -16.59723 -5.78230 26.72012
O -16.36093 -7.14193 26.68766
H -16.79678 -5.35807 25.73609
H -17.46741 -5.47080 27.29792
H -15.77979 -5.16926 27.09970
H -16.40824 -7.40732 27.60903
C -14.00155 -3.60012 24.93241
O -15.06365 -2.66937 24.79787
H -14.31828 -4.59355 24.61479
H -13.13189 -3.29874 24.34849
H -13.62033 -3.66213 25.95169
H -15.35776 -2.66854 23.88404
C -16.52295 -10.68595 26.84734
O -17.23956 -11.66722 27.59230
H -17.14488 -9.79352 26.77742
H -15.67468 -10.17819 27.30637
H -16.13928 -10.96679 25.86651
H -16.53953 -12.24526 27.90444
C -13.32361 -7.78104 25.43358
N -13.04430 -9.14979 25.81607
O -13.71527 -10.03089 25.28148
O -12.03996 -9.25367 26.57877
H -13.17520 -7.07956 26.25455
H -14.37668 -7.69334 25.16628
H -12.65536 -7.48063 24.62654
C -13.96480 -8.46711 30.77679
N -15.21683 -7.68065 30.60275
O -15.83753 -7.25524 31.57018
O -15.62862 -7.59516 29.45909
H -13.50958 -7.96424 31.63002
H -13.39296 -8.39252 29.85183
H -14.26384 -9.46634 31.09333
C -16.53853 -0.50786 26.70425
N -16.27635 -1.42277 27.85331
O -16.69649 -2.57939 27.85248
O -15.81647 -0.82760 28.79900
H -17.39485 0.15261 26.84061
H -16.83906 -1.26236 25.97727
H -15.60570 0.03304 26.54502
C -14.54098 -3.73334 29.56838
O -13.31987 -4.03595 30.23149
C -12.44765 -4.85505 29.72877
O -12.48014 -5.36032 28.55649
O -11.50837 -5.08696 30.58695
C -10.49004 -6.09375 30.30617
H -15.34737 -3.66916 30.29894
H -14.87201 -4.55813 28.93731
H -14.48252 -2.83044 28.96055
H -10.85943 -7.11573 30.39102
H -9.79367 -6.01305 31.14082
H -9.91447 -5.79040 29.43164
C -21.57128 -10.52467 21.62599
O -20.44603 -10.23884 22.38759
C -20.29983 -9.04972 22.92882
O -21.18303 -8.18708 22.90843
O -19.13257 -9.00376 23.52690
C -18.62093 -7.91939 24.37856
H -21.60820 -9.99381 20.67472
H -22.49253 -10.34510 22.18021
H -21.42884 -11.58639 21.42460
H -18.70020 -6.93429 23.91879
H -17.55782 -8.11932 24.51244
H -19.02546 -8.16443 25.36061

Mulliken atomic charge list, values in e, 8 entries: -0.6313, -0.4763, 0.2613, 0.2132, 0.3491, 0.2866, -0.4208, 0.1036

no.,E_tot (eV)
1,-209498.96923
2,-52755.54642
3,-33196.87919
4,-51299.25324